1.
75
Properties=species:S:1:pos:R:3 method="wB97M-V/def2-TZVPD" e_above_lowest_kcal_mol=43.72 total_charge=-2 e_tot_ha=-4245.0680 s2=2.0382 spin_multiplicity=3 e_homo_ev="-0.38 / -0.41"
Ti 1.627 0.231 -0.510
O 5.249 0.070 -2.153
S 4.104 0.738 -1.613
O 2.810 0.425 -2.264
O 3.856 0.575 -0.172
C 4.405 2.486 -1.884
C 5.703 2.812 -2.264
C 6.092 4.124 -2.465
C 5.169 5.142 -2.287
C 3.874 4.828 -1.916
C 3.469 3.513 -1.713
S 1.727 3.292 -1.313
O 1.114 2.751 -2.497
O 1.285 4.592 -0.869
O 1.745 2.318 -0.183
H 6.407 2.002 -2.400
H 7.111 4.346 -2.758
H 5.454 6.177 -2.434
H 3.137 5.606 -1.766
C -1.490 -6.413 -2.263
C -2.302 -5.548 -1.304
C -3.750 -5.483 -1.774
C -4.584 -4.611 -0.853
C -3.956 -3.248 -0.737
C -4.755 -2.123 -0.498
C -4.154 -0.885 -0.401
F -4.951 0.190 -0.163
C -2.800 -0.697 -0.531
C -1.990 -1.819 -0.786
C -0.576 -1.675 -0.906
O -0.068 -0.453 -0.915
C 0.223 -2.845 -0.940
C -0.383 -4.051 -1.067
N -1.752 -4.198 -1.201
C -2.586 -3.103 -0.900
C 1.724 -2.820 -0.781
O 2.362 -3.851 -0.963
O 2.230 -1.693 -0.424
H -2.032 -7.342 -2.452
H -0.510 -6.675 -1.871
H -1.350 -5.889 -3.210
H -2.288 -6.015 -0.306
H -4.144 -6.501 -1.822
H -3.765 -5.075 -2.790
H -4.653 -5.086 0.133
H -5.607 -4.521 -1.226
H -5.828 -2.217 -0.382
H -2.340 0.278 -0.410
H 0.228 -4.939 -1.084
C -0.671 3.343 2.017
C -1.356 3.489 0.704
N -1.563 2.523 -0.151
C -2.224 3.075 -1.219
C -2.392 4.413 -1.021
N -1.860 4.662 0.227
H 0.144 2.629 1.914
H -1.350 2.950 2.775
H -0.270 4.297 2.364
H -2.485 2.488 -2.084
H -2.808 5.192 -1.636
H -1.710 5.562 0.642
Cl 0.673 1.934 7.781
C 0.693 1.293 6.141
C 1.595 1.788 5.202
C 1.613 1.291 3.918
C 0.721 0.254 3.477
C 0.713 -0.234 2.184
C -0.189 -0.216 4.488
C -0.197 0.289 5.769
H 2.287 2.573 5.486
H 2.324 1.697 3.206
H 1.536 0.112 1.554
H 0.081 -1.033 1.830
H -0.896 -0.994 4.222
H -0.902 -0.097 6.496

---

2.
72
Properties=species:S:1:pos:R:3 method="wB97M-V/def2-TZVPD" e_above_lowest_kcal_mol=52.59 total_charge=-1 e_tot_ha=-3729.5445 s2=0.7808 spin_multiplicity=2 e_homo_ev="-4.79 / -5.25"
V 0.490 0.572 -0.431
C 1.657 1.297 -3.365
C 1.900 2.725 -2.869
C 3.054 3.352 -3.653
C 2.193 2.684 -1.350
C 2.559 4.030 -0.708
O 1.325 4.528 -0.225
C 0.454 3.471 -0.196
N 0.950 2.340 -0.651
C -0.904 3.803 0.092
C -1.222 5.159 0.334
C -2.525 5.588 0.396
C -3.564 4.690 0.172
C -3.269 3.357 -0.045
C -1.964 2.878 -0.033
P -1.713 1.058 0.065
C -2.982 0.648 -1.178
C -2.520 0.884 -2.471
C -3.331 0.649 -3.563
C -4.613 0.159 -3.370
C -5.085 -0.059 -2.088
C -4.280 0.196 -0.990
C -2.144 1.033 1.842
C -1.065 0.739 2.673
C -1.182 0.886 4.043
C -2.373 1.327 4.597
C -3.456 1.598 3.776
C -3.345 1.455 2.403
H 1.368 1.301 -4.414
H 0.861 0.803 -2.786
H 2.559 0.700 -3.240
H 0.995 3.331 -3.031
H 4.001 2.904 -3.361
H 3.114 4.428 -3.503
H 2.897 3.185 -4.716
H 2.983 1.952 -1.172
H 2.977 4.762 -1.399
H 3.246 3.876 0.135
H -0.407 5.854 0.450
H -2.742 6.625 0.612
H -4.590 5.025 0.176
H -4.076 2.664 -0.239
H -1.504 1.251 -2.599
H -2.965 0.844 -4.560
H -5.241 -0.060 -4.220
H -6.086 -0.435 -1.936
H -4.655 0.014 0.004
H -0.126 0.408 2.238
H -0.329 0.678 4.672
H -2.460 1.456 5.665
H -4.384 1.950 4.204
H -4.190 1.693 1.776
O -4.348 -5.322 -1.845
C -4.851 -4.596 -0.994
O -5.975 -4.554 -0.496
C -3.868 -3.488 -0.427
C -4.217 -2.780 0.715
C -3.386 -1.765 1.156
N -2.264 -1.428 0.532
C -1.878 -2.179 -0.503
C -2.645 -3.213 -1.024
C -0.530 -1.838 -1.077
O -0.138 -2.261 -2.149
O 0.158 -1.055 -0.331
H -5.139 -3.022 1.225
H -3.629 -1.181 2.038
H -2.294 -3.799 -1.860
O 2.625 -0.123 -0.650
Cl 3.132 0.045 0.681
O 4.125 1.072 0.630
O 3.695 -1.167 1.134
O 2.090 0.466 1.558

---

3.
64
Properties=species:S:1:pos:R:3 method="wB97M-V/def2-TZVPD" e_above_lowest_kcal_mol=7.68 total_charge=+2 e_tot_ha=-2470.8919 spin_multiplicity=1 e_homo_ev="-14.57 / -14.57"
Pd -0.345 -0.144 1.591
C 1.893 2.219 3.291
C 0.557 1.557 3.130
C -0.446 2.099 2.290
C -1.785 1.636 2.345
C -2.856 2.264 1.506
C -2.091 0.592 3.246
C -1.110 -0.034 4.017
C -1.437 -1.184 4.915
C 0.220 0.448 3.923
H 1.857 2.813 4.208
H 2.119 2.911 2.482
H 2.700 1.496 3.404
H -0.203 2.936 1.645
H -3.382 3.015 2.100
H -3.592 1.527 1.186
H -2.441 2.758 0.629
H -3.110 0.226 3.294
H -1.652 -0.812 5.919
H -0.600 -1.877 4.991
H -2.317 -1.723 4.566
H 0.997 -0.023 4.515
S -1.809 -1.523 0.525
C -0.784 -2.882 0.812
S 0.512 -2.267 1.763
C -0.956 -4.117 0.307
C -2.082 -4.337 -0.549
N -2.952 -4.410 -1.297
C 0.023 -5.131 0.547
N 0.869 -5.886 0.735
C 4.311 2.568 -1.600
C 3.603 2.001 -2.653
C 2.468 1.244 -2.402
C 2.047 1.079 -1.079
C 2.755 1.631 -0.024
C 3.893 2.382 -0.289
Sb 0.313 -0.069 -0.934
C 0.712 -1.887 -1.847
C 1.987 -2.432 -1.687
C 2.281 -3.636 -2.304
C 1.317 -4.279 -3.072
C 0.055 -3.722 -3.238
C -0.260 -2.522 -2.616
C -1.191 1.087 -1.812
C -0.881 2.436 -1.992
C -1.810 3.273 -2.596
C -3.030 2.763 -3.019
C -3.332 1.418 -2.837
C -2.420 0.572 -2.227
H 5.199 3.151 -1.806
H 3.937 2.140 -3.672
H 1.934 0.801 -3.237
H 2.438 1.459 0.996
H 4.455 2.812 0.530
H 2.743 -1.927 -1.096
H 3.263 -4.075 -2.187
H 1.553 -5.222 -3.548
H -0.689 -4.220 -3.845
H -1.246 -2.097 -2.748
H 0.079 2.837 -1.685
H -1.574 4.318 -2.744
H -3.748 3.416 -3.498
H -4.281 1.023 -3.176
H -2.678 -0.470 -2.090

---

4.
75
Properties=species:S:1:pos:R:3 method="wB97M-V/def2-TZVPD" total_charge=-2 e_tot_ha=-4190.5662 spin_multiplicity=1 e_homo_ev="0.01 / -0.02"
Pd 0.525 -0.171 -0.176
S 4.143 -3.049 -1.154
Sb 3.248 -1.078 -0.397
S 1.661 -0.255 -2.162
S 0.161 -2.429 -0.710
S 4.930 0.536 -0.430
C 0.885 3.530 2.469
C 2.064 2.608 2.155
C 1.855 1.243 2.797
C 2.286 2.469 0.633
C 2.665 3.782 -0.065
O 1.592 4.028 -0.991
C 0.763 2.961 -0.914
N 1.075 2.055 -0.081
C -0.421 3.021 -1.768
C -0.392 3.883 -2.868
C -1.492 4.022 -3.687
C -2.648 3.303 -3.410
C -2.689 2.463 -2.312
C -1.585 2.297 -1.476
P -1.714 1.223 0.022
C -3.387 1.852 0.570
C -3.368 2.975 1.398
C -4.542 3.536 1.873
C -5.765 2.971 1.539
C -5.801 1.849 0.723
C -4.623 1.294 0.242
C -2.307 -0.326 -0.738
C -2.670 -1.363 0.315
C -3.062 -2.753 -0.248
C -3.134 -2.868 -1.741
C -2.773 -1.884 -2.556
C -2.332 -0.598 -2.048
H 0.777 3.669 3.547
H -0.036 3.081 2.090
H 1.004 4.516 2.010
H 2.987 3.041 2.555
H 1.013 0.729 2.327
H 1.620 1.340 3.862
H 2.748 0.633 2.694
H 3.087 1.734 0.453
H 3.601 3.687 -0.617
H 2.733 4.633 0.618
H 0.518 4.433 -3.066
H -1.456 4.689 -4.539
H -3.520 3.406 -4.045
H -3.600 1.922 -2.099
H -2.409 3.410 1.661
H -4.507 4.410 2.512
H -6.686 3.399 1.917
H -6.754 1.408 0.457
H -4.669 0.428 -0.408
H -3.449 -0.972 0.975
H -4.015 -3.081 0.175
H -3.432 -3.842 -2.112
H -2.794 -2.025 -3.630
H -1.986 0.137 -2.762
O -2.065 -3.625 0.290
C -0.972 -2.841 0.700
O -1.561 -1.639 1.191
C -0.262 -3.606 1.800
C 0.841 -3.073 2.477
C 1.501 -3.868 3.422
C 1.064 -5.146 3.714
C -0.051 -5.633 3.070
C -0.713 -4.875 2.101
N -0.547 -6.941 3.403
O 0.022 -7.583 4.270
O -1.526 -7.362 2.810
N 2.677 -3.385 4.099
O 3.133 -2.319 3.755
O 3.144 -4.066 5.005
H 1.187 -2.067 2.281
H 1.585 -5.752 4.439
H -1.568 -5.287 1.591

---

5.
76
Properties=species:S:1:pos:R:3 method="wB97M-V/def2-TZVPD" e_above_lowest_kcal_mol=0.00 e_tot_ha=-6594.3584 s2=0.7559 spin_multiplicity=2 e_homo_ev="-7.59 / -8.42"
Pt 0.100 0.548 0.491
C 3.032 0.523 -1.274
Si 2.217 -0.420 0.104
C 2.507 -2.225 -0.167
C 2.990 0.047 1.747
C 4.346 0.358 1.901
C 4.868 0.662 3.152
C 4.041 0.649 4.271
C 2.693 0.343 4.128
C 2.156 0.040 2.869
Si 0.339 -0.358 2.632
C -0.685 0.645 3.788
C 0.044 -2.157 2.906
H 4.106 0.314 -1.220
H 2.887 1.604 -1.201
H 2.680 0.189 -2.254
H 3.588 -2.395 -0.112
H 2.158 -2.559 -1.147
H 2.020 -2.833 0.596
H 5.006 0.381 1.039
H 5.917 0.911 3.256
H 4.446 0.876 5.249
H 2.059 0.341 5.010
H -0.493 0.252 4.792
H -1.750 0.518 3.574
H -0.453 1.712 3.769
H 0.198 -2.389 3.966
H 0.741 -2.753 2.315
H -0.975 -2.440 2.640
Cl -3.224 -1.084 1.607
Ge -2.002 -0.528 -0.139
Cl -3.371 0.843 -1.163
Cl -2.043 -2.259 -1.428
F 6.165 4.871 1.466
C 5.449 5.397 0.459
F 5.418 6.731 0.643
F 6.132 5.177 -0.680
C 4.060 4.821 0.388
C 3.569 4.026 1.413
C 2.288 3.509 1.318
C 1.490 3.783 0.208
C 1.989 4.597 -0.805
C 3.273 5.114 -0.715
P -0.137 2.948 0.119
C -1.133 3.767 1.405
C -2.316 3.138 1.799
C -3.064 3.649 2.844
C -2.627 4.785 3.511
C -1.466 5.430 3.119
C -0.720 4.919 2.063
C -3.450 5.321 4.653
F -4.532 5.987 4.208
F -3.898 4.331 5.444
F -2.750 6.169 5.423
C -0.835 3.504 -1.463
C -0.474 2.792 -2.606
C -0.999 3.133 -3.841
C -1.906 4.179 -3.928
C -2.275 4.892 -2.799
C -1.737 4.556 -1.565
C -2.476 4.577 -5.264
F -3.750 4.988 -5.157
F -1.778 5.595 -5.808
F -2.448 3.565 -6.145
H 4.187 3.792 2.269
H 1.918 2.868 2.112
H 1.381 4.828 -1.671
H 3.663 5.741 -1.507
H -2.660 2.248 1.284
H -3.976 3.152 3.153
H -1.139 6.322 3.635
H 0.188 5.425 1.762
H 0.214 1.955 -2.528
H -0.726 2.575 -4.726
H -2.988 5.702 -2.880
H -2.034 5.108 -0.682

---

6.
65
Properties=species:S:1:pos:R:3 method="wB97M-V/def2-TZVPD" e_above_lowest_kcal_mol=5.97 total_charge=-1 e_tot_ha=-3033.6753 spin_multiplicity=1 e_homo_ev=-4.06
K -0.047 2.597 0.864
S -1.653 3.475 3.670
C -0.024 3.362 4.243
C 0.271 3.353 5.632
C 1.574 3.270 6.064
C 2.610 3.179 5.129
C 2.253 3.169 3.798
N 0.992 3.256 3.352
H -0.554 3.417 6.327
H 1.795 3.271 7.125
H 3.647 3.110 5.428
H 3.014 3.073 3.027
C 0.607 -0.554 -0.846
C -0.891 -0.877 -1.013
P -1.951 0.032 0.201
C -3.583 -0.767 -0.074
C -3.940 -1.370 -1.277
C -5.210 -1.913 -1.451
C -6.139 -1.861 -0.424
C -5.795 -1.256 0.781
C -4.533 -0.710 0.951
C -1.458 -0.810 1.761
C -0.979 -0.039 2.817
C -0.586 -0.634 4.012
C -0.668 -2.008 4.156
C -1.150 -2.790 3.108
C -1.544 -2.194 1.922
P 1.175 0.918 -1.858
C 2.979 0.537 -2.052
C 3.607 0.668 -3.291
C 4.963 0.407 -3.448
C 5.724 -0.009 -2.365
C 5.115 -0.139 -1.122
C 3.763 0.144 -0.965
C 0.704 0.065 -3.509
C -0.080 0.817 -4.384
C -0.514 0.306 -5.607
C -0.171 -0.986 -5.976
C 0.610 -1.756 -5.117
C 1.039 -1.232 -3.907
H 1.202 -1.422 -1.136
H 0.852 -0.349 0.196
H -1.075 -1.949 -0.912
H -1.224 -0.592 -2.013
H -3.229 -1.422 -2.092
H -5.469 -2.380 -2.394
H -7.126 -2.287 -0.559
H -6.515 -1.207 1.589
H -4.272 -0.239 1.893
H -0.937 1.043 2.733
H -0.223 -0.009 4.820
H -0.363 -2.476 5.085
H -1.220 -3.866 3.220
H -1.934 -2.809 1.117
H 3.028 0.977 -4.153
H 5.423 0.522 -4.423
H 6.780 -0.221 -2.485
H 5.698 -0.449 -0.262
H 3.311 0.089 0.017
H -0.356 1.825 -4.090
H -1.119 0.916 -6.268
H -0.504 -1.393 -6.923
H 0.886 -2.766 -5.399
H 1.664 -1.844 -3.262
F 1.753 1.787 0.019